[1]
DFT (ωB97M-V/def2-TZVPD) results for a 2-piece molecular cluster, C5H14OS overall in a non-equilibrium geometry.

Geometry (Å):
C (-2.634, 1.297, 0.984)
C (-1.992, 0.966, -0.366)
C (-1.549, -0.484, -0.486)
C (-0.134, -0.642, 0.069)
S (1.142, -0.008, -1.138)
C (2.263, -1.474, -1.308)
H (-3.609, 0.866, 1.199)
H (-1.913, 1.024, 1.751)
H (-2.824, 2.373, 1.067)
H (-1.243, 1.692, -0.723)
H (-2.706, 1.287, -1.133)
H (-1.572, -0.778, -1.541)
H (-2.203, -1.196, 0.023)
H (-0.065, -0.025, 0.958)
H (0.148, -1.630, 0.431)
H (2.494, -2.028, -0.413)
H (3.144, -1.120, -1.837)
H (1.672, -2.088, -1.988)
H (2.312, 0.337, 2.520)
H (1.086, 1.095, 2.236)
O (1.381, 0.388, 2.787)

Calculated values
lowest unoccupied orbital energy: 0.02821 Ha
net charge: 0
E: -18294.216 eV
ΔE to the lowest compared entry with this formula, charge and spin: 0.536 eV
HOMO: -8.462 eV
multiplicity: 1

---

[2]
DFT (ωB97M-V/def2-TZVPD) results for C30H78BrF2NO11S as an isolated structure in a non-equilibrium geometry.

Geometry (Å):
C (4.530, 0.003, 3.073)
C (3.361, -0.341, 2.028)
C (2.057, -0.480, 2.879)
F (1.990, 0.642, 3.717)
N (0.796, -0.713, 2.117)
Br (1.036, -0.936, 0.279)
S (-0.424, 0.435, 2.477)
O (-0.102, 1.829, 2.050)
O (-1.656, -0.005, 1.769)
F (-0.751, 0.367, 4.091)
H (4.603, 1.107, 3.243)
H (5.497, -0.396, 2.683)
H (4.227, -0.500, 4.032)
H (3.658, -1.311, 1.568)
H (3.349, 0.512, 1.309)
H (2.209, -1.367, 3.552)
C (-1.521, 3.341, -3.071)
C (-1.049, 2.424, -1.954)
C (-1.231, 3.067, -0.590)
O (0.328, 2.106, -2.148)
H (-0.946, 4.271, -3.081)
H (-1.374, 2.867, -4.045)
H (-2.579, 3.588, -2.959)
H (-1.605, 1.484, -1.991)
H (-0.645, 3.988, -0.511)
H (-0.879, 2.392, 0.199)
H (-2.280, 3.306, -0.402)
H (0.830, 2.928, -2.118)
C (-6.021, 3.430, -1.001)
C (-6.099, 4.743, -1.764)
C (-7.361, 4.817, -2.609)
O (-4.953, 4.876, -2.604)
H (-5.993, 2.581, -1.691)
H (-5.105, 3.386, -0.406)
H (-6.877, 3.308, -0.334)
H (-6.079, 5.578, -1.059)
H (-7.380, 4.017, -3.351)
H (-7.400, 5.760, -3.159)
H (-8.257, 4.736, -1.989)
H (-4.960, 4.144, -3.230)
C (1.352, -4.445, 5.973)
C (2.507, -3.807, 6.727)
C (2.085, -3.374, 8.121)
O (2.985, -2.676, 5.996)
H (0.528, -3.735, 5.851)
H (1.665, -4.742, 4.969)
H (0.977, -5.327, 6.497)
H (3.335, -4.515, 6.797)
H (1.286, -2.628, 8.073)
H (2.921, -2.908, 8.648)
H (1.733, -4.223, 8.709)
H (2.262, -2.042, 5.927)
C (1.387, -0.145, -4.346)
C (2.748, 0.257, -4.891)
C (2.643, 0.775, -6.318)
O (3.626, -0.865, -4.856)
H (0.952, -0.951, -4.945)
H (1.480, -0.523, -3.326)
H (0.697, 0.700, -4.342)
H (3.185, 1.029, -4.253)
H (2.249, 0.002, -6.983)
H (3.628, 1.051, -6.700)
H (1.989, 1.649, -6.375)
H (3.251, -1.556, -5.417)
C (2.879, -4.528, -8.129)
C (1.870, -4.135, -7.061)
C (0.448, -4.434, -7.507)
O (1.997, -2.740, -6.775)
H (2.709, -3.965, -9.051)
H (3.895, -4.298, -7.799)
H (2.819, -5.594, -8.356)
H (2.086, -4.673, -6.136)
H (0.195, -3.867, -8.409)
H (-0.266, -4.138, -6.736)
H (0.315, -5.497, -7.716)
H (1.808, -2.252, -7.584)
C (-11.836, 4.735, -3.895)
C (-10.479, 5.137, -4.452)
C (-10.597, 5.661, -5.874)
O (-9.601, 4.012, -4.429)
H (-12.280, 3.934, -4.495)
H (-11.735, 4.352, -2.878)
H (-12.525, 5.583, -3.883)
H (-10.033, 5.904, -3.814)
H (-10.999, 4.892, -6.540)
H (-9.615, 5.937, -6.264)
H (-11.249, 6.536, -5.920)
H (-9.983, 3.327, -4.988)
C (4.682, 3.610, -1.937)
C (6.043, 4.013, -2.483)
C (5.935, 4.530, -3.909)
O (6.922, 2.891, -2.449)
H (4.244, 2.804, -2.536)
H (4.774, 3.231, -0.917)
H (3.991, 4.456, -1.934)
H (6.480, 4.785, -1.845)
H (5.541, 3.756, -4.574)
H (6.919, 4.807, -4.292)
H (5.281, 5.403, -3.965)
H (6.547, 2.203, -3.009)
C (-2.963, -2.391, 10.515)
C (-1.823, -2.888, 9.640)
C (-2.340, -3.726, 8.480)
O (-0.921, -3.666, 10.425)
H (-3.513, -3.231, 10.950)
H (-2.577, -1.800, 11.348)
H (-3.661, -1.776, 9.944)
H (-1.259, -2.036, 9.254)
H (-2.870, -4.610, 8.847)
H (-1.511, -4.083, 7.866)
H (-3.020, -3.150, 7.849)
H (-1.405, -4.422, 10.773)
C (5.073, -5.812, 4.436)
C (6.275, -5.147, 3.786)
C (7.417, -4.979, 4.776)
O (5.893, -3.869, 3.277)
H (4.694, -5.203, 5.261)
H (4.257, -5.916, 3.717)
H (5.326, -6.803, 4.821)
H (6.611, -5.745, 2.936)
H (7.114, -4.345, 5.614)
H (8.269, -4.491, 4.299)
H (7.743, -5.944, 5.170)
H (5.593, -3.332, 4.019)

Calculated values
lowest unoccupied orbital energy: -0.03612 Ha
net charge: 0
E: -142697.045 eV
HOMO: -9.670 eV
multiplicity: 1

---

[3]
DFT (ωB97M-V/def2-TZVPD) results for C46H84AlN10O2 as an isolated structure in a non-equilibrium geometry.

Geometry (Å):
Al (1.436, -5.817, -5.467)
C (0.033, -1.159, 1.279)
C (-0.513, -1.419, -0.105)
C (-0.465, -0.195, -0.954)
O (0.002, -2.606, -0.624)
H (1.115, -1.034, 1.228)
H (-0.291, -1.979, 1.919)
H (-0.412, -0.213, 1.589)
H (-1.566, -1.675, 0.010)
H (0.566, 0.041, -1.217)
H (-0.839, 0.706, -0.468)
H (-1.030, -0.255, -1.885)
C (-2.487, 0.593, -9.073)
C (-1.372, -0.145, -9.821)
C (-0.266, 0.815, -10.108)
O (-1.067, -1.363, -9.085)
H (-2.338, 0.694, -7.998)
H (-3.425, 0.056, -9.219)
H (-2.708, 1.600, -9.425)
H (-1.698, -0.400, -10.830)
H (0.108, 1.133, -9.135)
H (-0.614, 1.673, -10.682)
H (0.522, 0.331, -10.685)
C (-6.653, -1.999, -3.737)
C (-7.567, -2.825, -4.657)
C (-6.912, -3.646, -5.684)
C (-5.844, -4.565, -5.170)
N (-5.014, -5.318, -4.801)
H (-7.181, -1.280, -3.111)
H (-5.872, -1.483, -4.295)
H (-6.178, -2.700, -3.049)
H (-8.322, -2.185, -5.113)
H (-8.085, -3.499, -3.975)
H (-6.413, -3.046, -6.445)
H (-7.705, -4.203, -6.183)
C (9.980, -1.125, -0.978)
C (8.512, -1.138, -1.358)
C (7.569, -1.532, -0.244)
C (7.697, -0.888, 1.055)
N (7.765, -0.417, 2.114)
H (10.272, -1.904, -0.274)
H (10.175, -0.169, -0.490)
H (10.578, -1.208, -1.886)
H (8.324, -1.873, -2.141)
H (8.302, -0.131, -1.717)
H (7.734, -2.571, 0.040)
H (6.586, -1.430, -0.703)
C (-2.168, 7.111, -4.892)
C (-1.539, 5.721, -5.041)
C (-0.011, 5.646, -4.866)
C (0.711, 6.570, -5.751)
N (1.271, 7.293, -6.487)
H (-2.107, 7.532, -3.888)
H (-3.215, 7.107, -5.194)
H (-1.730, 7.914, -5.486)
H (-1.797, 5.202, -5.964)
H (-1.963, 5.121, -4.236)
H (0.411, 4.652, -5.015)
H (0.377, 6.040, -3.927)
C (3.543, 7.616, 2.146)
C (3.663, 6.339, 2.997)
C (3.496, 5.021, 2.269)
C (4.073, 4.889, 0.960)
N (4.515, 4.780, -0.105)
H (4.065, 8.423, 2.661)
H (2.529, 7.997, 2.021)
H (3.911, 7.571, 1.121)
H (3.031, 6.322, 3.884)
H (4.664, 6.314, 3.426)
H (2.427, 4.901, 2.090)
H (3.779, 4.178, 2.899)
C (-1.922, 10.249, 5.725)
C (-2.177, 8.939, 6.377)
C (-3.089, 8.055, 5.533)
C (-2.587, 7.611, 4.218)
N (-2.223, 7.308, 3.164)
H (-1.154, 10.798, 6.270)
H (-2.831, 10.846, 5.648)
H (-1.631, 10.121, 4.682)
H (-2.613, 9.143, 7.355)
H (-1.195, 8.479, 6.493)
H (-4.047, 8.562, 5.416)
H (-3.236, 7.152, 6.126)
C (9.069, 0.590, -8.266)
C (7.894, 1.449, -8.728)
C (6.839, 1.820, -7.644)
C (6.123, 0.683, -7.048)
N (5.523, -0.216, -6.667)
H (9.650, 1.210, -7.584)
H (9.787, 0.171, -8.972)
H (8.692, -0.254, -7.689)
H (7.470, 0.893, -9.565)
H (8.235, 2.357, -9.225)
H (6.052, 2.426, -8.094)
H (7.256, 2.411, -6.829)
C (-5.960, -8.623, 0.294)
C (-4.684, -9.452, 0.477)
C (-3.606, -8.714, 1.327)
C (-4.119, -8.186, 2.633)
N (-4.545, -7.790, 3.634)
H (-6.698, -9.171, -0.291)
H (-5.795, -7.673, -0.213)
H (-6.473, -8.441, 1.238)
H (-4.161, -9.646, -0.459)
H (-4.806, -10.417, 0.969)
H (-3.097, -7.889, 0.828)
H (-2.771, -9.397, 1.484)
C (-7.357, 0.969, 4.965)
C (-6.424, 0.428, 3.880)
C (-6.368, -1.106, 3.939)
C (-7.698, -1.701, 3.532)
N (-8.677, -2.150, 3.231)
H (-6.998, 0.616, 5.933)
H (-8.383, 0.618, 4.854)
H (-7.478, 2.050, 5.031)
H (-5.425, 0.843, 4.013)
H (-6.813, 0.824, 2.942)
H (-6.120, -1.436, 4.948)
H (-5.630, -1.551, 3.271)
C (4.237, -6.660, 6.062)
C (3.601, -6.350, 4.669)
C (3.993, -7.335, 3.540)
C (3.654, -8.719, 3.971)
N (3.391, -9.764, 4.361)
H (3.672, -6.183, 6.862)
H (5.272, -6.320, 6.095)
H (4.313, -7.717, 6.315)
H (3.886, -5.376, 4.271)
H (2.520, -6.356, 4.812)
H (5.080, -7.373, 3.464)
H (3.601, -7.102, 2.550)
C (-1.502, -2.288, 9.097)
C (-1.048, -1.730, 10.453)
C (0.294, -1.001, 10.413)
C (0.329, 0.074, 9.401)
N (0.393, 0.941, 8.631)
H (-0.732, -2.992, 8.783)
H (-1.666, -1.491, 8.371)
H (-2.423, -2.868, 9.163)
H (-0.877, -2.525, 11.179)
H (-1.760, -0.998, 10.836)
H (1.117, -1.648, 10.107)
H (0.482, -0.535, 11.380)

Calculated values
lowest unoccupied orbital energy: -0.28563 Ha
net charge: +1
E: -74636.442 eV
HOMO: -9.364 eV
multiplicity: 1